The following is a DFT calculation (wB97M-V/def2-TZVPD) of the molecule C6H8O2 in a non-equilibrium geometry.

Geometry (Å):
C: -2.336 -0.271 0.071
C: -0.764 0.099 0.042
C: 1.289 -1.074 -0.016
C: 1.588 0.196 -0.769
C: 0.350 1.060 -0.275
C: 0.342 0.567 1.079
H: -3.099 0.611 0.033
H: -2.246 -0.844 1.052
H: -2.532 -1.012 -0.932
H: 2.063 -1.756 0.118
H: 2.521 0.727 -0.766
H: 1.617 0.054 -2.018
H: 0.137 2.131 -0.704
H: -0.213 1.170 1.964
O: -0.117 -1.294 -0.133
O: 1.401 -0.363 1.255

Computed properties:
- LUMO level: 1.0 eV
- Spin multiplicity: 1
- SMILES: C[C@@]12O[C@H]3C[C@@H]1[C@@H]2O3
- DFT total energy: -10441.448 eV

Here are the Mulliken charges for atoms 1 to 8, given in e: atom 1 (C): -0.93, atom 2 (C): 0.34, atom 3 (C): -0.10, atom 4 (C): -0.52, atom 5 (C): -0.10, atom 6 (C): -0.27, atom 7 (H): 0.31, atom 8 (H): 0.28